# 1
DFT (wB97M-V/def2-TZVPD) results for a 4-piece molecular cluster, C3H12IN6O3 overall.

The geometry in ORCA input format:
```
! RIJCOSX wB97M-V def2-TZVPD def2/J DEFGRID3
* xyz -1 1
I 1.6857 -0.7134 -0.7190
C 1.5369 3.7760 -1.1913
O 1.6029 4.9759 -1.4119
N 2.5653 2.9007 -1.4006
N 0.4033 3.1713 -0.7080
H 2.4919 1.8958 -1.3492
H 3.4599 3.2946 -1.6237
H -0.4257 3.7330 -0.6756
H 0.3345 2.1738 -0.5960
C -2.4527 1.1051 0.6304
O -2.8498 1.1316 -0.5228
N -3.2479 1.5607 1.6709
N -1.2314 0.6444 1.0060
H -4.1372 1.9063 1.3628
H -2.8541 1.8289 2.5516
H -0.5371 0.3328 0.3343
H -0.9631 0.5825 1.9707
C 0.3327 -4.7447 0.2400
O -0.0777 -5.8419 0.6007
N 0.4344 -4.3799 -1.0707
N 0.7199 -3.7845 1.1369
H 0.7708 -3.4521 -1.2887
H 0.3679 -5.0779 -1.7839
H 1.1159 -2.9261 0.7771
H 0.9551 -4.0929 2.0599
*
```

Summary:
HOMO energy   -5.220 eV
HOMO-LUMO gap   8.21 eV
Maximum force   1.0 eV Å⁻¹
ΔE to the lowest compared entry with this formula, charge and spin   0.191 eV

---

# 2
DFT (wB97M-V/def2-TZVPD) results for a 2-piece molecular cluster, C3H12N overall in a non-equilibrium geometry.

The geometry in ORCA input format:
```
! RIJCOSX wB97M-V def2-TZVPD def2/J DEFGRID3
* xyz 1 1
N -1.9356 -0.7322 0.7920
H -2.5723 -1.0124 0.0308
H -1.4015 -0.0049 0.1564
H -2.5777 -0.7104 1.5540
H -1.1748 -1.4103 1.0513
C 1.2290 -0.2283 0.7015
C 0.9578 -0.0230 -0.7493
C 0.4406 1.3327 -1.0170
H 2.1724 0.3103 0.9564
H 1.4387 -1.2614 0.8173
H 0.3064 -0.1055 1.3257
H 0.4388 -0.9978 -1.1341
H 1.8656 -0.1636 -1.3047
H 0.8668 1.9450 -0.2572
H 0.5878 1.8434 -2.0017
H -0.6420 1.2183 -0.9214
*
```

Summary:
HOMO energy   -15.145 eV
HOMO-LUMO gap   10.86 eV
Maximum force   4.0 eV Å⁻¹
ΔE to the lowest compared entry with this formula, charge and spin   1.825 eV

---

# 3
DFT (wB97M-V/def2-TZVPD) results for a 2-piece molecular cluster, C3H12N2O overall in a non-equilibrium geometry.

The geometry in ORCA input format:
```
! RIJCOSX wB97M-V def2-TZVPD def2/J DEFGRID3
* xyz 0 1
N 0.6458 1.8945 1.8436
C -0.2736 0.9733 1.0964
C 0.4958 0.7526 -0.3015
N -0.2881 -0.2417 -1.0114
C 0.5647 -0.8405 -2.1406
H 1.6322 1.5324 1.9612
H 0.3016 2.2620 2.7234
H -0.4896 0.0481 1.6342
H -1.1239 1.5992 0.9494
H 0.6327 1.7673 -0.7597
H 1.5452 0.2877 -0.0797
H -1.1777 0.1874 -1.3536
H 1.0474 -0.3647 -2.9309
H 1.1898 -1.5168 -1.4881
H -0.0716 -1.5894 -2.4790
H -1.4359 -1.7900 0.1539
H -1.3724 -2.8616 1.2052
O -1.8224 -2.1000 0.9773
*
```

Summary:
HOMO energy   -8.899 eV
HOMO-LUMO gap   9.85 eV
Maximum force   5.4 eV Å⁻¹
ΔE to the lowest compared entry with this formula, charge and spin   1.481 eV
SMILES   CNCCN.O

---

# 4
DFT (wB97M-V/def2-TZVPD) results for a 3-piece molecular cluster, C3H12N2O overall in a non-equilibrium geometry.

The geometry in ORCA input format:
```
! RIJCOSX wB97M-V def2-TZVPD def2/J DEFGRID3
* xyz 0 1
C 1.0249 2.1210 -1.4399
C 2.2445 1.7024 -1.9334
N -0.8688 -2.4691 -0.7685
H 0.1204 1.6192 -1.7924
H -0.2057 -0.1586 0.0895
H 0.8501 2.6374 -0.4685
H 2.0919 0.6634 -2.4582
H 3.2287 1.9936 -1.6068
H -1.7832 -1.9908 -0.7948
H -1.3532 -3.3370 -0.9839
H -0.3171 -2.1478 -1.6064
N -0.2424 -0.6242 2.6186
C -1.1104 0.2227 1.8345
O -0.9081 0.4367 0.3900
H -0.1282 -1.5445 2.1089
H 0.6783 -0.2131 2.7761
H -2.1433 -0.1481 1.8644
H -1.1782 1.2367 2.1708
*
```

Summary:
HOMO energy   -9.593 eV
HOMO-LUMO gap   10.36 eV
Maximum force   4.2 eV Å⁻¹
ΔE to the lowest compared entry with this formula, charge and spin   2.232 eV
SMILES   C=C.NCO.N

---

# 5
DFT (wB97M-V/def2-TZVPD) results for C3H12N2O as an isolated structure in a non-equilibrium geometry.

The geometry in ORCA input format:
```
! RIJCOSX wB97M-V def2-TZVPD def2/J DEFGRID3
* xyz 0 1
C 1.6281 -0.2251 -0.1992
O 1.0041 0.8429 0.4903
C 0.6472 -1.1880 -0.8507
N 1.4058 -2.2472 -1.5302
H 2.2578 0.1521 -0.9877
H 2.2634 -0.7935 0.5033
H 0.0070 -1.6712 -0.0803
H -0.0366 -0.6565 -1.5459
H 0.7756 -2.8891 -1.9898
H 1.9915 -1.8311 -2.2677
C -1.6720 1.7921 1.6134
N -1.4433 0.8381 0.4901
H -1.1895 2.6878 1.3656
H -2.7369 1.9602 1.7572
H -1.2505 1.3388 2.5070
H -0.1186 0.7958 0.4619
H -1.7497 1.1898 -0.3894
H -1.7831 -0.0960 0.6522
*
```

Summary:
HOMO energy   -8.577 eV
HOMO-LUMO gap   9.30 eV
Maximum force   2.5 eV Å⁻¹
ΔE to the lowest compared entry with this formula, charge and spin   1.101 eV

---

# 6
DFT (wB97M-V/def2-TZVPD) results for a 2-piece molecular cluster, C3H12N2O overall in a non-equilibrium geometry.

The geometry in ORCA input format:
```
! RIJCOSX wB97M-V def2-TZVPD def2/J DEFGRID3
* xyz 0 1
N -1.5984 0.9834 0.4201
C -0.9755 0.0264 1.4066
C -0.3034 0.8588 2.4259
C -0.1155 -0.9645 0.6939
N -0.9402 -2.1035 0.1437
H -1.9946 1.7359 0.8953
H -2.3556 0.5601 -0.0635
H -1.7485 -0.5668 1.9534
H 0.2559 0.2202 3.0642
H -1.1504 1.2123 3.0609
H 0.3550 1.6944 1.9859
H 0.4132 -0.4507 -0.2024
H 0.6200 -1.5341 1.2432
H -0.2621 -2.8059 -0.2887
H -1.6847 -1.6742 -0.3559
H 4.4221 1.2622 -5.6173
H 3.5691 0.3121 -5.3077
O 3.4935 1.2338 -5.4575
*
```

Summary:
HOMO energy   -8.968 eV
HOMO-LUMO gap   9.96 eV
Maximum force   3.3 eV Å⁻¹
ΔE to the lowest compared entry with this formula, charge and spin   1.192 eV
SMILES   C[C@@H](N)CN.O

---

# 7
DFT (wB97M-V/def2-TZVPD) results for a 2-piece molecular cluster, C3H12N2O overall in a non-equilibrium geometry.

The geometry in ORCA input format:
```
! RIJCOSX wB97M-V def2-TZVPD def2/J DEFGRID3
* xyz 0 1
N 2.0100 0.4110 2.6589
C 1.9332 0.9297 1.2610
C 0.4947 0.9202 0.7536
C 0.3001 0.7078 -0.7616
N -1.1255 0.3841 -1.0655
H 2.1026 1.2592 3.1990
H 2.7980 -0.1907 2.8653
H 2.3475 1.9428 1.2805
H 2.7059 0.4903 0.6123
H -0.0383 1.7540 1.2274
H 0.0300 0.0668 1.2520
H 0.6111 1.6512 -1.2019
H 0.8300 -0.2001 -1.0386
H -1.5101 1.1827 -1.5389
H -1.6241 0.2098 -0.2089
H -4.3450 -3.3609 -2.6521
H -3.3095 -4.2309 -3.2412
O -4.2105 -3.9270 -3.4012
*
```

Summary:
HOMO energy   -9.230 eV
HOMO-LUMO gap   10.20 eV
Maximum force   2.0 eV Å⁻¹
ΔE to the lowest compared entry with this formula, charge and spin   0.856 eV
SMILES   NCCCN.O